Density functional theory data (ωB97M-V/def2-TZVPD) for C28H22BrF4MnNO6P2 as an isolated structure.

Geometry (Å):
Mn -0.9347 -0.6291 0.6243
O -0.5023 -6.5139 -0.0045
C -0.4921 -5.1861 0.0807
C -0.0909 -4.5775 1.2725
C -0.2840 -3.2374 1.4609
N -0.8413 -2.6281 0.4303
C -1.2486 -3.1699 -0.7006
C -1.1057 -4.4854 -0.9774
C -1.7236 -2.0658 -1.6842
O -2.2645 -2.2068 -2.7136
O -1.4146 -0.8178 -1.1179
C 0.1710 -2.2859 2.5813
O 0.5338 -2.7576 3.6337
O 0.1151 -1.0499 2.1554
H -0.2702 -6.9489 0.7583
H 0.3948 -5.1994 2.0455
H -1.3572 -5.0638 -1.8648
F 5.2061 2.3527 3.8719
C 4.2771 1.8958 3.0578
C 4.6015 1.3604 1.8337
F 5.8905 1.1490 1.6214
C 3.7114 0.9711 0.8673
F 4.2562 0.5606 -0.2725
C 2.3156 1.1180 1.1345
P 1.0510 0.7979 -0.1532
C 0.9266 2.2734 -1.1601
C -0.3308 2.4600 -1.7389
C -0.5595 3.4791 -2.5823
C 0.4876 4.4157 -2.7919
C 1.7044 4.2221 -2.2424
C 1.9832 3.0947 -1.4109
C 1.8418 -0.5225 -1.2069
C 1.4819 -0.4595 -2.5698
C 1.8095 -1.5444 -3.4063
C 2.4626 -2.6046 -2.8740
C 2.7128 -2.6930 -1.5114
C 2.3808 -1.6528 -0.6371
C 1.9950 1.6539 2.3853
Br 0.2515 2.1257 2.8269
C 2.9215 2.0142 3.3479
F 2.5649 2.5173 4.4967
H -1.0942 1.6846 -1.5442
H -1.4975 3.7738 -2.9019
H 0.3201 5.3588 -3.3540
H 2.5620 4.8533 -2.3991
H 2.9809 3.0025 -1.0556
H 0.9373 0.4470 -2.9008
H 1.5799 -1.4562 -4.4764
H 2.8274 -3.5022 -3.4524
H 3.1173 -3.5832 -1.1178
H 2.6010 -1.6929 0.3796
C -4.7081 1.0442 2.6831
P -3.7664 1.2323 1.1779
C -4.8012 0.6841 -0.1841
C -3.4284 2.9561 0.9382
O -2.5147 0.3720 1.2138
H -5.6558 1.5481 2.5512
H -4.1701 1.3376 3.5920
H -4.8035 -0.0192 2.7010
H -5.7678 1.1527 -0.0597
H -4.9053 -0.3759 -0.1619
H -4.5089 0.9923 -1.1639
H -3.0272 3.1095 -0.0674
H -2.6292 3.2651 1.5858
H -4.2758 3.6540 1.1506

Forces on the atoms, in the same order (eV/Å):
1.0 -0.4 -0.3
-0.6 1.1 -3.6
-1.1 -0.4 0.7
0.9 -1.0 1.2
0.2 -0.5 -0.9
-0.4 2.0 0.6
-0.2 1.5 -1.7
0.9 -1.3 0.7
1.1 1.4 2.8
-0.4 -0.3 -1.1
-1.1 -1.3 -1.5
-0.1 -1.4 -0.1
-0.1 0.9 -0.6
-0.2 0.2 0.9
1.0 -1.4 3.0
-0.4 0.5 -0.4
-0.2 0.6 0.1
0.0 -0.3 0.1
-1.3 0.3 -0.1
1.3 -0.4 0.3
0.6 0.1 -0.4
-1.6 0.5 0.7
-0.4 -0.1 -0.2
1.3 0.1 -0.7
0.9 -1.3 0.5
0.0 -1.1 0.6
-0.5 -1.8 0.6
2.0 2.2 0.2
-1.3 0.8 -0.7
2.0 -1.4 1.2
-1.0 1.9 -1.4
-1.8 1.4 -0.5
0.2 -0.2 0.5
-0.8 2.3 -0.8
1.1 -2.7 0.1
-0.6 1.1 0.5
0.2 -0.6 -2.3
-0.1 0.0 -0.1
-0.8 0.0 -0.1
1.1 -0.4 -0.9
-0.3 0.4 0.8
0.3 0.6 0.0
-1.9 0.0 -0.9
-0.1 -0.9 0.2
-0.2 0.5 -0.3
0.5 -0.4 0.5
0.5 -0.9 -0.2
0.1 -0.3 0.5
-0.7 1.3 0.3
0.6 -0.9 0.4
0.3 -0.2 1.7
0.7 0.2 -0.3
0.2 -0.2 -0.5
-0.5 0.8 0.7
-0.2 1.0 -0.3
0.0 0.4 0.4
-0.3 0.0 0.3
-0.1 0.2 -0.4
-0.6 -0.9 0.4
-0.5 0.0 0.2
-0.1 -0.8 0.1
0.8 0.2 -0.5
-0.3 0.0 -0.1
0.5 0.0 0.6
0.4 -0.8 -0.4

Summary:
Net charge: +1
Energy relative to the best compared isomer or geometry (same formula, charge and spin) in kcal per mole: 7.6
Multiplicity: 5
⟨S²⟩: 6.054
Gap between HOMO and LUMO (alpha / beta) in hartree: 0.27687 / 0.31449
Molar mass in g/mol: 741.3

=====

Density functional theory data (ωB97M-V/def2-TZVPD) for C28H22Cl5N3O2Pd as an isolated structure.

Geometry (Å):
Pd -0.7725 0.5805 0.2934
Cl 2.9257 -0.0886 1.8078
C 1.8318 1.0408 2.4866
C 0.5854 1.2736 1.9064
C -0.2548 2.1433 2.5912
Cl -1.8004 2.3929 1.8743
C 0.0620 2.7631 3.8017
Cl -1.0735 3.7367 4.6257
C 1.3385 2.5351 4.3450
Cl 1.7946 3.2734 5.8124
C 2.2252 1.6778 3.6795
Cl 3.7625 1.3718 4.3526
O 6.0101 -3.2195 -1.7831
C 5.0632 -3.1752 -0.8681
O 5.0277 -3.9247 0.0685
C 3.9890 -2.1298 -1.0085
C 4.2501 -0.8530 -1.5041
C 3.2443 0.0880 -1.5654
C 1.9443 -0.2418 -1.1476
C 1.6975 -1.5266 -0.6379
C 2.7100 -2.4517 -0.5481
N 0.9224 0.6709 -1.1670
C 0.7252 1.4879 -2.1669
C -0.3859 2.3811 -2.2050
C -0.6075 3.2513 -3.2914
C -1.7567 4.0084 -3.3274
C -2.6906 3.8666 -2.3029
C -2.4105 2.9946 -1.2625
N -1.2836 2.3011 -1.1924
H 5.9157 -2.6173 -2.5344
H 5.2461 -0.5703 -1.8111
H 3.4528 1.0890 -1.9118
H 0.6863 -1.7564 -0.3189
H 2.5383 -3.4317 -0.1310
H 1.3410 1.4028 -3.0595
H 0.1254 3.3113 -4.0813
H -1.9428 4.6907 -4.1433
H -3.6181 4.4156 -2.3108
H -3.1304 2.8649 -0.4618
C -2.8606 -0.6326 2.3953
N -1.5450 -1.0760 1.9246
C -0.6617 -1.3358 3.0624
C -1.7107 -2.3006 1.1286
C -2.1674 -1.9809 -0.2702
C -3.0913 -2.7886 -0.9283
C -3.3818 -2.5728 -2.2627
C -2.7573 -1.5532 -2.9590
C -1.8576 -0.7158 -2.3063
C -1.6223 -0.8997 -0.9578
H -3.3187 -1.4027 3.0287
H -3.5250 -0.4432 1.5485
H -2.7740 0.2723 2.9932
H -1.0267 -2.1911 3.6416
H -0.6303 -0.4690 3.7204
H 0.3486 -1.5492 2.7106
H -2.4209 -2.9860 1.6099
H -0.7466 -2.8193 1.0710
H -3.5498 -3.6074 -0.3934
H -4.0777 -3.2246 -2.7678
H -2.9512 -1.4057 -4.0092
H -1.3625 0.0567 -2.8821

Forces on the atoms, in the same order (eV/Å):
0.6 0.5 0.7
0.1 -0.1 0.0
0.0 -0.6 -0.6
-0.2 0.4 0.8
0.6 -0.3 0.2
-0.5 0.1 -0.3
0.4 -0.2 0.0
0.0 -0.1 -0.3
-0.1 -0.1 -0.2
-0.1 0.0 -0.1
-0.5 0.2 0.0
-0.1 0.0 -0.1
0.9 -0.2 -0.5
-0.8 0.1 0.8
0.2 0.0 -0.3
0.0 0.3 -0.1
-0.1 -0.4 0.1
-0.8 0.2 0.0
1.8 -1.6 0.0
-0.2 0.5 -0.3
0.2 0.0 -0.3
-2.0 2.0 -0.9
1.1 -1.8 1.2
-1.6 1.4 -0.2
0.7 -0.8 0.7
-0.7 0.2 0.4
0.5 0.1 -0.4
-0.1 0.2 0.2
0.1 -1.1 -0.7
-0.2 -0.1 0.2
0.1 0.0 0.0
0.1 0.1 0.0
0.1 -0.1 0.1
0.0 -0.1 0.0
0.2 0.1 0.1
0.1 0.0 -0.1
0.0 0.0 -0.1
-0.1 0.0 0.0
0.1 0.0 0.0
-0.5 0.1 0.2
0.1 0.8 -0.8
0.3 0.0 0.3
-0.1 -0.3 -0.6
0.3 0.0 0.9
0.3 0.2 -0.1
-0.1 -0.1 -0.1
0.0 -0.1 0.3
0.6 0.7 0.0
-0.5 -0.3 0.0
0.1 0.0 -0.1
0.1 0.0 0.1
0.0 -0.1 -0.1
0.0 0.0 0.0
0.0 0.0 0.0
-0.1 0.0 0.0
0.2 0.1 0.1
-0.1 0.1 0.1
0.0 0.0 0.1
-0.1 0.0 -0.1
0.0 0.1 -0.1
-0.1 0.0 0.1

Summary:
Net charge: +2
Gap between HOMO and LUMO in hartree: 0.17513
Molar mass in g/mol: 716.2

=====

Density functional theory data (ωB97M-V/def2-TZVPD) for C28H22F2NO5Pt as an isolated structure.

Geometry (Å):
Pt 1.1281 -0.6678 2.0213
C 2.2995 -5.6749 -3.7634
C 3.0752 -5.5638 -2.4570
C 3.5618 -6.9115 -1.9470
C 2.4033 -7.7316 -1.3947
C 1.7635 -6.9731 -0.2665
C 1.2421 -7.6266 0.8343
C 0.6987 -6.9181 1.8979
F 0.1957 -7.5972 2.9336
C 0.6882 -5.5527 1.9083
C 1.2159 -4.8720 0.8016
C 1.2536 -3.4312 0.8331
O 0.9034 -2.7799 1.8185
C 1.7433 -2.6929 -0.3938
C 2.0142 -3.5689 -1.5959
N 2.2718 -4.8873 -1.4029
C 1.7403 -5.5718 -0.3002
C 3.0218 -1.8310 -0.0396
O 4.0504 -2.2163 -0.5565
O 2.7928 -0.8510 0.7189
H 2.9471 -6.0998 -4.5301
H 1.9649 -4.7000 -4.1175
H 1.4220 -6.3137 -3.6584
H 3.9443 -4.9195 -2.6105
H 4.3067 -6.7611 -1.1627
H 4.0538 -7.4311 -2.7685
H 2.7525 -8.6981 -1.0334
H 1.6694 -7.9372 -2.1781
H 1.2563 -8.7086 0.8809
H 0.2918 -5.0004 2.7483
H 2.7135 -3.1124 -2.2888
F 1.3736 3.8179 -0.0894
C 0.9767 2.9130 0.8139
C 1.8574 2.3974 1.6991
C 1.3903 1.4329 2.6430
C 0.0115 1.0551 2.6597
C -0.2982 -0.1398 3.4082
C -0.8629 1.6352 1.6780
C -0.3946 2.5507 0.7948
H 2.8884 2.7210 1.7045
H 2.0042 1.2272 3.5133
H -1.2963 -0.5456 3.2837
H 0.1061 -0.2331 4.4115
H -1.9076 1.3508 1.6843
H -1.0406 3.0228 0.0661
O 0.6012 -3.3245 -2.3799
C 0.0838 -2.2854 -1.8731
O 0.6607 -1.8135 -0.8044
C -1.0751 -1.6157 -2.4024
C -1.5711 -0.4808 -1.7521
C -2.6792 0.1576 -2.2718
C -3.2852 -0.3312 -3.4243
C -2.7901 -1.4600 -4.0687
C -1.6816 -2.1078 -3.5620
H -1.0837 -0.1124 -0.8579
H -3.0753 1.0379 -1.7848
H -4.1531 0.1746 -3.8262
H -3.2700 -1.8279 -4.9646
H -1.2793 -2.9854 -4.0495

Forces on the atoms, in the same order (eV/Å):
-0.1 0.5 0.2
0.0 0.0 0.0
0.0 0.0 0.0
0.0 0.0 0.0
0.0 0.0 0.0
0.0 0.0 0.0
0.0 0.0 0.0
0.0 0.0 0.0
0.0 0.0 0.0
0.0 0.0 0.0
0.0 -0.1 0.0
0.0 0.1 0.0
0.0 -0.1 0.0
0.0 0.0 0.0
0.1 -0.1 0.1
0.0 0.1 0.0
0.0 0.0 0.1
-0.1 0.1 -0.1
0.0 0.0 0.0
0.2 -0.1 0.0
0.0 0.0 0.0
0.0 0.0 0.0
0.0 0.0 0.0
0.0 0.0 0.0
0.0 0.0 0.0
0.0 0.0 0.0
0.0 0.0 0.0
0.0 0.0 0.0
0.0 0.0 0.0
0.0 0.0 0.0
0.0 0.0 0.0
0.0 0.0 0.0
0.0 0.0 0.0
0.0 0.0 -0.1
0.1 -0.4 0.0
-0.1 -0.2 -0.2
0.0 0.1 -0.1
0.0 0.0 0.1
0.0 0.0 0.0
0.0 0.0 0.0
0.0 0.1 0.0
0.0 0.0 0.1
0.0 -0.1 0.0
0.0 0.0 0.0
0.0 0.0 0.0
-0.1 0.1 0.0
0.1 -0.2 0.0
0.0 0.1 0.0
-0.1 0.1 -0.1
0.0 0.0 0.0
0.0 0.0 0.0
0.0 0.0 0.0
0.0 0.0 0.0
0.0 0.0 0.0
0.0 0.0 0.0
0.0 0.0 0.0
0.0 0.0 0.0
0.0 0.0 0.0
0.0 0.0 0.0

Summary:
Net charge: +1
Energy relative to the best compared isomer or geometry (same formula, charge and spin) in kcal per mole: 21.8
Gap between HOMO and LUMO in hartree: 0.26560
Molar mass in g/mol: 685.6

=====

net charge of number 3 (C28H22F2NO5Pt)? +1

=====

Which of these has the highest net charge? C28H22Cl5N3O2Pd